# 1
C33H50ClHfP | wB97M-V/def2-TZVPD

XYZ file:
```
86
Properties=species:S:1:pos:R:3:mulliken_charge:R:1
Hf -0.02 0.01 1.11 0.2496
P 0.07 0.57 -1.17 -0.1071
Cl 0.81 2.21 1.43 -0.3848
C -1.72 0.66 1.24 -0.8296
H -2.65 0.08 1.21 0.2387
H -1.85 1.73 1.44 0.6395
C 1.90 0.82 -1.43 -0.5071
C -0.76 2.22 -1.44 -0.1314
C 2.44 0.91 -2.86 -0.8815
H 2.05 1.79 -0.92 1.2374
C 3.94 1.26 -2.84 -0.9352
H 2.31 -0.06 -3.37 0.2423
H 1.89 1.65 -3.45 0.3144
C 4.74 0.24 -2.03 -0.7400
H 4.32 1.32 -3.87 0.4160
H 4.06 2.26 -2.40 0.3688
C 4.18 0.11 -0.60 -1.0165
H 4.69 -0.74 -2.53 0.3277
H 5.80 0.52 -2.00 0.4188
C 2.69 -0.23 -0.62 0.0223
H 4.73 -0.66 -0.04 0.4248
H 4.32 1.06 -0.07 0.3853
H 2.53 -1.23 -1.05 0.2661
H 2.33 -0.26 0.42 0.1266
C -0.61 -0.54 -2.51 -0.1212
C -2.28 2.07 -1.63 -0.6911
H -0.60 2.67 -0.45 0.8840
C -2.96 3.44 -1.52 -0.9338
H -2.51 1.63 -2.61 0.2655
H -2.69 1.39 -0.87 0.1277
C -2.37 4.43 -2.53 -0.6949
H -4.04 3.34 -1.68 0.4216
H -2.82 3.83 -0.50 0.3486
C -0.85 4.55 -2.35 -0.9678
H -2.58 4.07 -3.55 0.3135
H -2.84 5.41 -2.43 0.3900
C -0.15 3.19 -2.46 -0.7055
H -0.43 5.24 -3.10 0.4290
H -0.64 4.98 -1.36 0.3593
H -0.25 2.81 -3.48 0.1444
H 0.92 3.31 -2.26 0.3769
C 0.08 -1.92 -2.58 -0.2695
H -1.65 -0.71 -2.17 1.0495
C -0.67 -2.86 -3.54 -0.9209
H 1.11 -1.78 -2.94 0.3221
H 0.14 -2.38 -1.60 -0.2373
C -0.80 -2.25 -4.94 -0.7881
H -0.15 -3.82 -3.58 0.4291
H -1.67 -3.05 -3.13 0.3567
C -1.45 -0.87 -4.87 -1.0619
H 0.20 -2.16 -5.39 0.3459
H -1.38 -2.92 -5.59 0.4420
C -0.68 0.07 -3.92 -0.3090
H -1.49 -0.42 -5.87 0.4062
H -2.48 -0.97 -4.52 0.3677
H 0.33 0.21 -4.31 0.1138
H -1.16 1.04 -3.91 0.1336
C 0.07 -2.43 0.90 -0.2927
C -1.24 -2.06 0.68 0.4013
H 0.79 -2.35 0.09 0.5639
C -2.32 -2.44 1.65 -0.6855
H -1.56 -1.78 -0.32 0.1193
C -1.77 -2.80 3.03 -0.1831
H -3.08 -1.65 1.73 0.3347
H -2.86 -3.31 1.23 0.4396
C -0.66 -3.84 2.89 -0.9243
H -1.36 -1.90 3.50 -0.2757
H -2.57 -3.17 3.67 0.4530
C 0.51 -3.31 2.04 -0.9459
H -0.29 -4.15 3.87 0.4362
H -1.08 -4.74 2.41 0.3327
H 1.22 -2.77 2.68 0.3265
H 1.07 -4.15 1.60 0.3922
C 0.18 -0.14 3.40 -1.3799
C 0.23 -0.12 4.60 0.4947
C 0.19 -0.08 6.04 0.2365
C -0.90 0.53 6.68 -0.4017
C -0.96 0.58 8.07 -0.4585
C 0.07 0.03 8.84 -0.4738
C 1.16 -0.57 8.20 -0.4540
C 1.22 -0.63 6.80 -0.5291
H -1.71 0.96 6.09 0.4497
H -1.80 1.05 8.56 0.3843
H 0.03 0.07 9.92 0.3674
H 1.96 -1.00 8.80 0.3841
H 2.07 -1.10 6.32 0.4166
```

Calculated values
charge: 0
LUMO level: -0.60 eV

=====

# 2
C27H36BFeN12O2S | wB97M-V/def2-TZVPD

XYZ file:
```
80
Properties=species:S:1:pos:R:3:mulliken_spin:R:1
Fe 0.14 0.34 0.04 4.3205
C -3.29 -0.59 -0.80 0.0105
C -2.12 -1.39 -1.27 -0.0091
C -2.12 -2.53 -2.05 0.0107
C -0.79 -2.89 -2.18 0.0344
N -0.03 -2.01 -1.52 -0.0104
N -0.84 -1.09 -0.94 0.0981
B 1.51 -2.05 -1.26 -0.0375
N 2.15 -0.67 -1.66 0.0133
C 3.21 -0.43 -2.44 0.0371
C 3.51 0.92 -2.40 0.0079
C 2.58 1.48 -1.54 0.0063
C 2.47 2.89 -1.08 0.0217
N 1.76 0.51 -1.10 0.0840
N 1.70 -2.17 0.27 -0.0028
C 2.31 -3.08 1.03 0.0256
C 2.26 -2.66 2.34 0.0113
C 1.59 -1.44 2.33 0.0271
C 1.34 -0.58 3.52 0.0021
N 1.22 -1.15 1.06 0.0759
N 2.12 -3.13 -2.10 0.0008
C 2.07 -3.20 -3.46 -0.0003
C 2.74 -4.33 -3.84 0.0008
C 3.19 -4.91 -2.63 -0.0004
C 3.98 -6.17 -2.44 0.0000
N 2.81 -4.18 -1.59 0.0004
H -4.21 -1.10 -1.07 -0.0003
H -3.29 -0.45 0.28 -0.0012
H -3.30 0.40 -1.26 -0.0005
H -2.98 -3.04 -2.45 0.0014
H -0.34 -3.73 -2.69 0.0015
H 3.69 -1.24 -2.96 0.0014
H 4.32 1.42 -2.90 0.0013
H 3.32 3.47 -1.44 -0.0006
H 1.56 3.36 -1.44 0.0012
H 2.47 2.95 0.01 -0.0056
H 2.75 -3.94 0.56 0.0004
H 2.69 -3.15 3.20 0.0015
H 2.05 -0.85 4.30 -0.0004
H 1.50 0.48 3.29 0.0041
H 0.34 -0.71 3.92 -0.0004
H 1.57 -2.45 -4.05 -0.0002
H 2.90 -4.69 -4.84 0.0001
H 4.21 -6.62 -3.41 0.0000
H 4.92 -5.96 -1.93 0.0000
H 3.42 -6.89 -1.85 0.0000
O 2.78 3.29 2.74 0.0000
C 2.20 3.57 4.00 0.0000
N 1.17 4.57 3.96 0.0000
C -0.16 4.34 3.77 0.0009
O -1.01 5.19 3.89 0.0005
C -0.60 2.95 3.36 -0.0054
C -1.66 2.35 4.02 0.0050
C -2.13 1.13 3.57 0.0032
C -1.56 0.56 2.45 0.0312
N -0.56 1.17 1.78 0.0390
C -0.08 2.33 2.24 0.0007
H 3.48 3.92 2.56 0.0000
H 2.96 3.90 4.71 0.0000
H 1.79 2.63 4.36 0.0000
H 1.39 5.52 4.19 0.0000
H -2.11 2.85 4.86 -0.0004
H -2.94 0.62 4.07 -0.0001
H -1.90 -0.39 2.06 -0.0015
H 0.74 2.78 1.68 -0.0027
S -1.06 2.28 -0.96 0.1669
C -2.04 2.61 -2.34 0.0079
N -2.82 3.68 -2.31 0.0120
C -3.69 4.08 -3.42 0.0012
C -3.11 3.56 -4.72 0.0009
C -2.84 2.07 -4.61 -0.0007
N -2.03 1.82 -3.41 0.0056
H -2.79 4.22 -1.47 -0.0001
H -3.75 5.17 -3.42 0.0001
H -4.69 3.68 -3.25 0.0009
H -2.18 4.09 -4.95 -0.0001
H -3.80 3.76 -5.54 -0.0001
H -2.29 1.70 -5.47 0.0001
H -3.78 1.51 -4.54 0.0004
H -1.41 1.03 -3.39 0.0032
```

Calculated values
multiplicity: 6
charge: +2
LUMO level (spin up / spin down): -5.31 / -7.46 eV

=====

The energy relative to the best compared isomer or geometry (same formula, charge and spin) results, record by record, are as follows: 0.000 0.094 eV.